This record from the OMol25 dataset describes 2 unconnected molecules or ions with the total composition C9H19N2O5. The level of theory is ωB97M-V/def2-TZVPD.

Geometry as XYZ:
```
35
Properties=species:S:1:pos:R:3:forces:R:3
C -3.609933 -0.256738 -2.821685 0.109 0.538 -0.165
C -3.417453 0.144693 -1.381727 -0.199 -0.536 0.322
O -4.696492 0.578949 -0.918467 -0.169 -0.051 -0.197
C -2.931371 -1.040656 -0.510139 -0.891 0.262 -0.454
N -3.450042 -1.001657 0.838676 0.723 0.047 0.230
C -2.508079 -1.494947 1.842734 -0.617 0.233 0.287
C -1.625228 -0.395978 2.393690 0.456 -0.064 -0.689
O -0.397358 -0.384628 1.689106 -0.309 -0.328 -0.019
C 0.703595 0.028296 2.490205 -0.148 1.399 0.488
O 0.520030 1.035123 3.207772 -0.292 -0.484 -0.209
O 1.705303 -0.649382 2.322200 0.991 -0.718 -0.331
H -2.690067 -0.537497 -3.318226 0.251 -0.328 -0.024
H -4.357990 -1.030316 -2.892183 -0.120 -0.484 -0.020
H -4.008910 0.599983 -3.348740 -0.082 0.272 -0.271
H -2.703062 0.955582 -1.329637 0.212 0.329 0.189
H -4.626308 1.497738 -0.675468 -0.021 0.223 0.280
H -1.852863 -1.056812 -0.492043 0.389 0.030 0.074
H -3.273223 -1.938530 -1.028287 0.094 -0.380 -0.112
H -4.329554 -1.477160 0.917726 -0.200 -0.036 -0.169
H -1.901576 -2.329256 1.498566 0.259 -0.164 -0.157
H -3.095433 -1.865815 2.675585 -0.288 -0.145 0.204
H -1.429873 -0.566266 3.441256 0.040 0.059 0.466
H -2.150517 0.542279 2.258863 -0.157 0.346 0.236
C 6.198037 0.778302 -0.500859 0.097 -0.017 -0.039
C 5.137273 0.810163 -1.576762 -0.084 -0.004 -0.198
O 5.426807 0.737375 -2.768335 0.068 0.006 0.075
N 3.856426 0.920380 -1.171956 0.224 0.073 0.216
C 3.336290 1.017728 0.193091 -0.291 -0.052 -0.468
H 7.171107 0.686487 -0.973913 -0.029 0.000 -0.091
H 6.176384 1.696540 0.086224 -0.027 -0.054 0.100
H 6.045312 -0.073411 0.161875 -0.025 0.068 0.095
H 3.196757 0.931863 -1.932212 -0.062 -0.032 0.000
H 2.655857 0.192405 0.396865 0.040 0.034 0.212
H 2.790544 1.955534 0.303568 0.013 -0.010 0.142
H 4.135606 0.989629 0.922637 0.044 -0.034 0.001
```
Forces are in eV/Å.

Computed properties:
Charge = -1
M = 235.26 g/mol
E_tot = -840.11305 Eh
Orbital gap = 7.5 eV
Relative energy (zero: lowest compared OMol25 entry of this formula, charge and spin) = 0.0 kcal per mole


This record from the OMol25 dataset describes 2 unconnected molecules or ions with the total composition C4H7NO. The level of theory is ωB97M-V/def2-TZVPD.

Geometry as XYZ:
```
13
Properties=species:S:1:pos:R:3:forces:R:3
C -0.694648 -0.934118 -2.249778 0.041 0.006 -0.039
C -0.234008 -0.433668 -0.918836 -0.010 -0.055 0.084
O 0.509240 -1.055712 -0.141953 -0.196 0.178 -0.157
C -0.688949 0.705405 -0.226915 0.096 -0.107 -0.062
C 0.439730 0.763201 2.557092 0.156 0.147 -0.032
N 1.478535 1.039516 1.881394 -0.320 -0.241 0.182
H -0.875027 -0.108640 -2.945729 0.019 -0.122 0.093
H -1.634239 -1.480962 -2.113120 0.147 0.079 -0.012
H 0.061182 -1.615819 -2.648169 -0.119 0.091 0.044
H -0.017545 1.571907 -0.244097 -0.037 -0.100 -0.048
H -0.083160 -0.199882 2.522519 0.123 0.089 -0.044
H 0.011546 1.524174 3.215341 0.090 -0.079 -0.079
H 1.727344 0.224599 1.312251 0.009 0.114 0.068
```
Forces are in eV/Å.

Computed properties:
M = 85.11 g/mol
E_tot = -286.43167 Eh
Orbital gap = 8.7 eV
Relative energy (zero: lowest compared OMol25 entry of this formula, charge and spin) = 125.5 kcal per mole